(1)
Below is a molecular structure, C54H38InN4O11S2 in a non-equilibrium geometry, with properties calculated with the ωB97M-V functional and the def2-TZVPD basis.

Computed properties:
* E_LUMO: -0.154 hartree
* E_HOMO: -10.856 eV
* spin multiplicity: 1
* energy relative to the best compared isomer or geometry (same formula, charge and spin): 0.1293 eV
* total charge: +1
* gap between HOMO and LUMO: 6.65 eV

Last column: Mulliken charge in e.
CARTESIAN COORDINATES (ANGSTROEM)
In 0.8834 -1.6619 1.3057  2.041
O -3.3857 -5.0596 -4.0773  -0.488
C -3.9846 -4.9807 -2.8711  0.465
O -5.1448 -5.2369 -2.7424  -0.541
C -3.1330 -4.5136 -1.7273  0.824
C -3.3733 -5.0467 -0.4649  -1.272
C -2.6385 -4.6200 0.6229  -0.872
C -1.6810 -3.6181 0.4645  0.074
C -1.4512 -3.0839 -0.7899  1.173
C -2.1646 -3.5335 -1.8868  -1.183
N -0.9203 -3.0824 1.5577  0.337
C -1.1386 -3.4001 2.7674  0.081
C -0.3221 -2.8410 3.8577  0.188
C -0.5618 -3.1577 5.1741  -0.889
C 0.2602 -2.5977 6.1481  -0.625
C 1.2925 -1.7651 5.7658  -0.953
C 1.4811 -1.4992 4.4144  -0.178
N 0.6745 -2.0257 3.4955  0.258
H -2.4284 -4.9614 -3.9919  0.380
H -4.1397 -5.8013 -0.3502  0.476
H -2.8272 -5.0747 1.5855  0.441
H -0.6873 -2.3319 -0.9219  -0.099
H -1.9725 -3.0954 -2.8593  0.561
H -1.9210 -4.0969 3.0519  0.391
H -1.3726 -3.8244 5.4356  0.539
H 0.0956 -2.8240 7.1930  0.466
H 1.9644 -1.3283 6.4905  0.511
H 2.3045 -0.8971 4.0541  0.637
O 2.6619 -2.8594 -2.0488  -0.638
C 2.6208 -2.7464 -0.8496  -0.357
O 1.4857 -2.9282 -0.1689  -0.636
C 3.8790 -2.4205 -0.0754  1.178
C 5.0597 -2.7227 -0.7262  -0.259
C 6.2751 -2.4220 -0.1440  -0.788
C 6.3477 -1.7829 1.0692  -0.185
C 5.1761 -1.4665 1.7257  -0.653
C 3.9034 -1.7902 1.1996  0.107
O 2.8308 -1.4915 1.8791  -0.316
N 5.3350 -0.7536 3.0094  1.003
O 6.4520 -0.3864 3.3028  -0.650
O 4.3866 -0.6799 3.7730  -0.633
N 7.5211 -2.7712 -0.8421  1.066
O 8.5670 -2.4765 -0.3030  -0.629
O 7.4228 -3.3174 -1.9209  -0.625
H 5.0217 -3.1859 -1.7016  0.711
H 7.3017 -1.5296 1.5041  0.667
C -0.7656 5.9781 4.0309  -1.737
C -0.8406 4.5617 3.5305  1.092
C -2.0730 3.9518 3.2923  -0.892
C -2.1515 2.6531 2.8210  -0.719
C -0.9680 1.9665 2.5899  -0.066
C 0.2738 2.5282 2.8505  -0.273
C 0.3269 3.8308 3.3142  -0.978
S -1.0566 0.3075 2.0025  2.008
O -1.8063 -0.5333 2.9719  -0.835
C -2.0423 0.4029 0.5109  1.114
C -3.1295 -0.4971 0.4711  -1.324
C -3.8627 -0.6044 -0.6718  -0.745
C -3.5220 0.1453 -1.8233  0.922
C -4.2387 -0.0095 -3.0375  -1.053
C -3.8990 0.7178 -4.1388  -0.768
C -2.8281 1.6410 -4.0818  -0.768
C -2.1213 1.8140 -2.9288  -0.497
C -2.4456 1.0652 -1.7670  0.631
C -1.6956 1.1967 -0.5590  -0.876
C -0.6638 2.2747 -0.4455  -0.554
C -1.1172 3.6276 -0.3102  0.737
C -2.4958 3.9689 -0.2863  -0.831
C -2.8906 5.2669 -0.1407  -0.840
C -1.9348 6.2975 -0.0009  -0.792
C -0.6039 6.0008 -0.0135  -0.779
C -0.1629 4.6640 -0.1703  0.940
C 1.2192 4.3508 -0.1758  -1.210
C 1.6428 3.0657 -0.3095  -0.905
C 0.6836 2.0374 -0.4516  0.517
S 1.3922 0.3975 -0.6172  1.330
O 2.8248 0.5290 -0.2602  -0.776
C 1.2591 0.1019 -2.3572  0.856
C 0.1590 -0.5479 -2.8868  0.622
C 0.1236 -0.8002 -4.2489  -0.916
C 1.1846 -0.4349 -5.0704  0.722
C 1.1676 -0.7415 -6.5427  -1.661
C 2.2863 0.2082 -4.5006  -1.267
C 2.3374 0.4790 -3.1468  -0.772
H -1.7206 6.4898 3.9212  0.376
H -0.0062 6.5439 3.4903  0.392
H -0.4951 5.9946 5.0885  0.381
H -2.9853 4.5121 3.4588  0.380
H -3.1107 2.1890 2.6230  0.540
H 1.1858 1.9701 2.6678  0.592
H 1.2902 4.2922 3.4991  0.441
H -3.3588 -1.0795 1.3537  0.640
H -4.7087 -1.2806 -0.7150  0.485
H -5.0609 -0.7141 -3.0728  0.525
H -4.4511 0.5943 -5.0614  0.437
H -2.5645 2.2086 -4.9649  0.488
H -1.2933 2.5116 -2.8971  0.499
H -3.2425 3.1915 -0.3827  0.502
H -3.9454 5.5102 -0.1290  0.474
H -2.2630 7.3230 0.1096  0.439
H 0.1374 6.7848 0.0880  0.480
H 1.9405 5.1527 -0.0686  0.423
H 2.6924 2.8058 -0.2986  0.695
H -0.6704 -0.8421 -2.2552  -0.490
H -0.7365 -1.3004 -4.6792  0.353
H 0.2446 -1.2385 -6.8369  0.362
H 2.0028 -1.3923 -6.8055  0.367
H 1.2681 0.1713 -7.1318  0.369
H 3.1234 0.4870 -5.1296  0.444
H 3.2061 0.9430 -2.6981  0.643

(2)
Below is 8 unconnected molecules or ions with the total composition C30H82N6O8 in a non-equilibrium geometry, with properties calculated with the ωB97M-V functional and the def2-TZVPD basis.

Computed properties:
* E_LUMO: 0.019 hartree
* E_HOMO: -9.090 eV
* spin multiplicity: 1
* energy relative to the best compared isomer or geometry (same formula, charge and spin): 2.3399 eV
* gap between HOMO and LUMO: 9.61 eV

Last column: Mulliken charge in e.
CARTESIAN COORDINATES (ANGSTROEM)
C 10.2578 2.9835 11.6734  -1.630
C 10.9139 3.4933 12.9768  0.491
C 12.4151 3.2435 13.2286  -0.107
O 12.9686 3.8791 14.3750  -0.243
C 14.3796 3.7133 14.4203  -0.543
N 10.6621 4.9407 13.0724  -0.750
H 10.7201 3.3770 10.7681  0.399
H 9.2081 3.2769 11.6552  0.408
H 10.3397 1.8966 11.6670  0.371
H 10.2766 3.0541 13.7443  0.182
H 12.9540 3.5675 12.3383  0.075
H 12.6369 2.1854 13.3680  -0.004
H 14.8035 4.2083 13.5465  0.352
H 14.6745 2.6674 14.5057  0.033
H 14.7901 4.1581 15.3268  0.327
H 10.7071 5.3768 12.1625  0.272
H 11.4771 5.3108 13.5403  0.324
C 12.2990 2.5203 21.7350  -0.978
C 11.8885 3.8522 21.1197  0.451
C 12.2509 3.8134 19.6270  0.038
O 11.9231 4.9426 18.8506  -0.475
C 12.0674 4.7158 17.4749  -0.580
N 10.4800 4.0653 21.3866  -0.813
H 13.3874 2.4681 21.7619  0.203
H 11.8823 1.6057 21.3132  -0.080
H 11.9099 2.4917 22.7528  0.479
H 12.4876 4.6494 21.5598  0.349
H 11.8460 2.9410 19.1140  -0.099
H 13.3199 3.6215 19.5356  0.027
H 13.1025 4.4613 17.2469  0.220
H 11.8559 5.6113 16.8905  0.381
H 11.4038 4.0067 16.9800  0.240
H 10.3137 4.9054 20.8513  0.345
H 9.8451 3.4526 20.8950  0.269
C 13.6599 1.1974 9.5189  -1.439
C 14.8149 1.7667 10.4247  0.813
C 15.2368 0.8349 11.5714  -0.644
O 14.1656 0.6135 12.5389  -0.167
C 14.5636 -0.3616 13.5278  -0.494
N 15.8425 2.2314 9.5007  -0.687
H 12.8030 0.7741 10.0429  0.298
H 14.0026 0.3772 8.8880  0.458
H 13.3307 1.9998 8.8587  0.401
H 14.4717 2.6514 10.9610  -0.156
H 16.0777 1.2646 12.1157  0.287
H 15.5292 -0.1150 11.1237  0.311
H 15.1463 0.0608 14.3464  0.025
H 15.0867 -1.2186 13.1035  0.469
H 13.7100 -0.7439 14.0876  0.058
H 16.7619 2.2363 9.9188  0.240
H 15.8449 1.5465 8.7585  0.316
C 11.4815 -1.4289 19.9705  -1.093
C 11.0816 -1.8785 18.6043  0.623
C 12.1883 -1.6816 17.5504  -1.193
O 12.6643 -0.3289 17.4474  -0.218
C 11.9186 0.4324 16.5304  -0.699
N 10.6689 -3.2447 18.7672  -0.777
H 11.7551 -0.3743 20.0012  -0.192
H 12.3026 -2.0590 20.3124  0.302
H 10.5953 -1.5135 20.5994  0.499
H 10.1371 -1.3669 18.4192  0.342
H 11.7872 -2.0120 16.5922  0.494
H 12.9284 -2.4507 17.7715  0.405
H 12.4041 0.5816 15.5660  0.031
H 11.7088 1.4202 16.9409  -0.188
H 10.9395 -0.0035 16.3315  0.619
H 10.3351 -3.4447 17.8352  0.296
H 9.7886 -3.2399 19.2623  0.301
C 18.6367 -1.5621 19.7619  -1.347
C 18.4286 -2.3675 21.0312  0.357
C 16.9426 -2.3437 21.5569  -0.755
O 16.5578 -1.0325 21.7217  -0.155
C 15.2268 -0.9127 22.1124  -0.894
N 18.9247 -3.6985 20.6420  -0.747
H 18.5008 -0.4934 19.9281  0.279
H 17.9324 -1.8631 18.9864  0.222
H 19.6168 -1.6137 19.2877  0.568
H 19.0195 -2.0315 21.8832  0.328
H 16.9111 -2.9591 22.4561  0.407
H 16.2442 -2.7900 20.8491  0.311
H 14.5516 -1.1721 21.2969  0.324
H 14.8966 0.1251 22.1581  0.108
H 14.9957 -1.4359 23.0402  0.474
H 18.4435 -4.0605 19.8311  0.256
H 18.5888 -4.2673 21.4060  0.276
C 18.2359 -0.8244 16.3573  -1.978
C 18.3026 -0.6928 14.8572  1.281
C 19.7419 -0.3384 14.3782  -1.069
O 19.8588 -0.3964 12.9884  -0.268
C 21.1245 -0.1644 12.4886  -0.815
N 17.8650 -1.9204 14.2605  -0.647
H 18.6938 0.0818 16.7537  0.382
H 18.8600 -1.5624 16.8610  0.633
H 17.2316 -0.9860 16.7489  0.298
H 17.5827 0.0833 14.5974  -0.135
H 20.3665 -1.0857 14.8677  0.408
H 20.1208 0.6267 14.7148  0.464
H 21.8878 -0.7546 12.9957  0.334
H 21.3884 0.8779 12.6676  0.322
H 21.1418 -0.4618 11.4401  0.225
H 18.1822 -1.9472 13.3020  0.297
H 18.3516 -2.7240 14.6315  0.279
C 15.5131 1.7860 17.5999  -1.437
C 15.6529 1.0690 18.9559  2.103
C 16.2858 1.9700 19.9807  -1.779
O 14.2764 0.8789 19.3074  0.094
H 16.4627 1.8338 17.0669  0.559
H 15.1633 2.8183 17.5923  0.335
H 14.7906 1.3904 16.8859  0.014
H 16.2225 0.1397 18.9502  -0.412
H 15.5727 2.7096 20.3449  0.220
H 17.1704 2.4434 19.5547  0.455
H 16.6499 1.4642 20.8750  0.162
H 13.7922 0.3691 18.6537  0.024
C 18.8069 3.3896 23.0986  -1.152
C 19.0776 4.9404 22.8424  0.542
C 19.7489 5.1792 21.5193  -1.225
O 17.8430 5.5618 22.8127  -0.549
H 18.4734 3.2663 24.1289  0.435
H 19.7605 2.8650 23.1585  0.366
H 18.1352 2.8897 22.4008  0.179
H 19.6068 5.3528 23.7015  0.211
H 19.2184 4.7593 20.6648  0.228
H 20.7619 4.7848 21.5987  0.363
H 19.8691 6.2485 21.3451  0.347
H 17.3640 5.2134 23.5682  0.316

(3)
Below is a molecular structure, C8H23BaF3O7 in a non-equilibrium geometry, with properties calculated with the ωB97M-V functional and the def2-TZVPD basis.

Computed properties:
* E_LUMO: -0.012 hartree
* E_HOMO: -9.268 eV
* spin multiplicity: 1
* gap between HOMO and LUMO: 8.93 eV

Last column: Mulliken charge in e.
CARTESIAN COORDINATES (ANGSTROEM)
Ba 0.0325 2.2284 0.5784  1.863
O 0.8302 0.2997 0.0849  -1.745
H -0.0135 -0.1863 0.1651  -0.658
C -2.8966 1.5711 0.4607  0.245
O -1.8402 0.6030 0.5014  -0.437
O -2.2606 2.8211 0.5879  -1.099
C -3.8370 1.2974 -0.8032  0.701
F -3.1488 1.2151 -1.9311  -0.258
F -4.5041 0.1515 -0.6652  -0.275
F -4.7827 2.2753 -0.9657  -0.289
C -2.1979 -0.7348 0.9963  -0.756
C -0.8931 -1.4332 1.3112  -0.607
H -0.1965 -0.7199 1.7519  0.404
H -1.0902 -2.2556 1.9989  0.499
H -0.3661 -1.8674 0.4616  -0.289
H -2.7874 -1.3512 0.3176  0.283
H -2.7202 -0.6744 1.9511  0.581
H -3.5367 1.3614 1.3177  0.300
C 2.4770 -0.3159 2.0679  -0.986
O 1.0801 -0.6162 2.0243  -0.540
H 2.8226 0.6974 1.8633  0.197
H 2.7908 -0.4349 3.1049  0.388
H 3.0238 -0.9721 1.3906  0.305
H 0.7795 -0.3500 1.1523  1.655
C 2.9729 1.5746 -0.9771  -0.895
O 1.6583 1.9226 -0.5965  -0.777
H 2.9905 0.9915 -1.8979  0.223
H 3.5511 2.4893 -1.1077  0.389
H 3.3610 0.9955 -0.1392  0.199
H 1.2185 1.0748 -0.4996  1.899
C 1.8529 -2.0969 -0.5726  -0.423
O 2.3489 -0.7607 -0.8149  -0.632
H 2.2025 -2.8075 -1.3216  0.409
H 2.2359 -2.4016 0.4014  0.221
H 0.7667 -2.0148 -0.6118  0.113
H 1.6999 -0.2349 -0.3417  0.096
C -0.9518 -0.2423 -2.0439  -1.162
O 0.4447 -0.3047 -1.9625  -0.693
H -1.2595 -0.4389 -3.0709  0.396
H -1.4452 -0.9301 -1.3572  0.224
H -1.1397 0.7931 -1.7597  0.200
H 0.7280 -0.2187 -1.0493  0.732